No. 1
2 unconnected molecules or ions with the total composition C5H10O, computed with ωB97M-V with the def2-TZVPD basis set.

For the molar mass, the calculation gives 86.13 g mol⁻¹. As for the SMILES: C=C=O.CCC. As for the frontier orbital gap: 10.0 eV. For the energy above the lowest of the compared OMol25 structures with the same formula, charge and spin, the calculation gives 52.8 kcal per mole. Its largest force on an atom is 1.66 eV Å⁻¹.

Cartesian coordinates (Å):
C  -2.272  -0.170  0.562
C  -1.186  0.225  1.208
O  -0.420  0.668  1.976
H  -2.261  -0.735  -0.363
H  -3.185  0.004  1.101
C  0.773  -1.295  -0.307
C  0.301  0.132  -0.639
C  1.334  1.176  -0.259
H  0.020  -2.064  -0.511
H  1.111  -1.422  0.731
H  1.638  -1.510  -0.948
H  0.059  0.167  -1.699
H  -0.711  0.502  -0.355
H  1.568  1.157  0.813
H  0.974  2.180  -0.500
H  2.257  0.985  -0.812



No. 2
15 unconnected molecules or ions with the total composition C15H55NO20S, computed with ωB97M-V with the def2-TZVPD basis set.

For the molar mass, the calculation gives 601.66 g mol⁻¹. As for the frontier orbital gap: 9.8 eV. Its largest force on an atom is 6.17 eV Å⁻¹.

Cartesian coordinates (Å):
C  -2.452  1.480  2.306
O  -2.295  0.047  2.432
C  -0.987  -0.327  2.939
C  -0.499  -1.682  2.178
C  0.733  -1.304  1.195
C  1.263  -2.559  0.342
C  2.843  -2.560  0.038
C  3.495  -1.111  -0.195
C  2.706  -0.170  -1.239
C  2.432  1.246  -0.467
C  1.964  2.426  -1.480
C  0.416  2.862  -1.255
C  -0.478  2.731  -2.608
C  -1.758  1.783  -2.412
O  -1.288  0.527  -1.815
C  -0.663  -0.190  -2.888
N  0.199  -0.603  -3.631
C  -3.014  2.493  -1.669
O  -4.277  1.829  -2.042
S  -3.953  0.710  -3.284
O  -3.959  -0.633  -2.577
O  -4.953  0.699  -4.425
O  -2.398  1.303  -3.651
H  -1.478  2.068  2.195
H  -3.093  1.704  1.379
H  -3.014  1.926  3.211
H  -0.997  -0.491  4.088
H  -0.168  0.459  2.751
H  -0.158  -2.504  2.895
H  -1.410  -2.031  1.565
H  1.560  -0.715  1.738
H  0.284  -0.556  0.427
H  0.665  -2.687  -0.624
H  1.049  -3.509  0.975
H  2.996  -3.199  -0.919
H  3.434  -3.085  0.878
H  3.684  -0.565  0.822
H  4.551  -1.284  -0.643
H  3.296  0.111  -2.177
H  1.695  -0.637  -1.557
H  3.369  1.547  0.144
H  1.587  1.153  0.311
H  2.595  3.358  -1.197
H  2.218  2.190  -2.569
H  0.390  3.989  -0.981
H  -0.073  2.321  -0.357
H  -0.861  3.779  -2.907
H  0.241  2.362  -3.430
H  -2.905  2.741  -0.550
H  -3.119  3.521  -2.159
O  -7.372  1.865  -6.607
H  -6.483  1.949  -6.242
H  -7.671  0.998  -6.298
O  3.735  -2.221  3.380
H  4.626  -2.143  3.752
H  3.431  -3.084  3.685
O  5.681  -3.482  4.687
H  6.569  -3.403  5.057
H  5.377  -4.347  4.992
O  2.668  -0.112  5.570
H  3.591  -0.008  5.834
H  2.707  -0.725  4.821
O  -3.479  -0.232  5.139
H  -3.591  0.706  5.336
H  -3.121  -0.243  4.238
O  5.207  0.662  1.463
H  5.095  1.603  1.655
H  5.562  0.648  0.564
O  -3.696  4.559  0.263
H  -3.604  5.506  0.427
H  -4.385  4.505  -0.413
O  6.447  -5.502  3.271
H  5.861  -4.780  3.010
H  6.341  -6.156  2.568
O  8.412  0.067  1.712
H  8.546  -0.328  2.582
H  7.484  0.336  1.718
O  -5.713  0.183  1.672
H  -4.789  0.286  1.937
H  -5.674  -0.424  0.922
O  0.358  -3.598  -4.463
H  0.457  -2.648  -4.316
H  -0.326  -3.660  -5.140
O  -7.721  3.988  -9.145
H  -7.579  3.594  -8.273
H  -8.648  4.252  -9.134
O  2.327  -2.496  7.595
H  2.098  -1.958  6.824
H  1.551  -2.430  8.165
O  -6.884  -0.730  -7.140
H  -5.960  -0.620  -6.882
H  -6.848  -1.342  -7.885



No. 3
C4H5BrO in the gas phase, computed with ωB97M-V with the def2-TZVPD basis set.

For the molar mass, the calculation gives 148.99 g mol⁻¹. As for the SMILES: C=C(C)C(=O)Br. As for the frontier orbital gap: 9.9 eV. For the energy above the lowest of the compared OMol25 structures with the same formula, charge and spin, the calculation gives 1.1 kcal per mole. Its largest force on an atom is 3.86 eV Å⁻¹.

Cartesian coordinates (Å):
C  -0.811  -1.248  -0.045
C  -0.890  0.054  0.058
C  0.340  0.940  0.122
C  -2.101  0.845  -0.020
O  -2.257  2.016  -0.182
Br  -3.735  -0.239  0.024
H  0.065  -1.867  -0.105
H  -1.623  -1.967  -0.184
H  -0.066  1.926  0.220
H  0.949  0.777  -0.701
H  1.004  0.570  1.030



No. 4
2 unconnected molecules or ions with the total composition CH4NO2Si, computed with ωB97M-V with the def2-TZVPD basis set.

Its total charge is -1. For the molar mass, the calculation gives 90.13 g mol⁻¹. As for the frontier orbital gap (alpha / beta): 8.0 / 8.0 eV. For the energy above the lowest of the compared OMol25 structures with the same formula, charge and spin, the calculation gives 47.0 kcal per mole. Its largest force on an atom is 3.79 eV Å⁻¹.

Cartesian coordinates (Å):
C  -2.680  -0.094  -0.067
N  -0.111  -0.809  0.953
O  -2.730  -1.304  -0.351
O  -3.403  0.761  0.447
Si  -0.764  0.498  -0.092
H  0.835  -0.845  0.792
H  -0.446  -1.703  0.486
H  0.642  1.014  -1.656
H  -0.552  1.478  0.981



No. 5
2 unconnected molecules or ions with the total composition C4H8O3, computed with ωB97M-V with the def2-TZVPD basis set.

For the molar mass, the calculation gives 104.10 g mol⁻¹. As for the SMILES: O=C=CO.COC. As for the frontier orbital gap: 9.3 eV. For the energy above the lowest of the compared OMol25 structures with the same formula, charge and spin, the calculation gives 76.9 kcal per mole. Its largest force on an atom is 0.96 eV Å⁻¹.

Cartesian coordinates (Å):
O  0.226  -1.811  -0.931
C  -0.531  -1.475  -0.101
C  -1.458  -1.192  0.803
O  -2.382  -2.179  1.127
H  -1.423  -0.259  1.351
H  -3.151  -2.062  0.555
C  1.818  0.530  0.351
O  0.441  0.831  0.297
C  0.068  1.452  -0.911
H  1.988  -0.014  1.283
H  2.424  1.447  0.346
H  2.118  -0.106  -0.494
H  0.570  2.422  -1.033
H  -1.013  1.606  -0.867
H  0.306  0.812  -1.774



No. 6
A molecular structure, C20H22ClN3O4S, computed with ωB97M-V with the def2-TZVPD basis set.

For the molar mass, the calculation gives 435.93 g mol⁻¹. As for the frontier orbital gap: 7.5 eV. For the energy above the lowest of the compared OMol25 structures with the same formula, charge and spin, the calculation gives 532.9 kcal per mole. Its largest force on an atom is 19.99 eV Å⁻¹.

Cartesian coordinates (Å):
C  0.725  -5.191  -2.696
H  0.484  -5.715  -1.858
O  -0.033  -4.269  -3.106
C  -0.104  -3.062  -2.221
C  0.730  -2.808  -1.054
C  0.355  -1.687  -0.155
C  -0.603  -0.598  -0.540
C  -1.046  -0.934  -1.735
C  -0.901  -2.044  -2.484
Cl  -1.819  -2.136  -4.097
H  -1.882  -0.273  -1.960
N  -0.449  0.328  0.362
S  0.878  1.562  -0.141
O  0.432  2.538  0.750
O  2.082  0.711  0.206
C  0.473  1.866  -1.736
C  1.154  1.065  -2.794
C  0.872  1.184  -4.033
C  0.142  1.977  -4.513
C  -0.602  2.978  -3.500
C  -0.154  2.814  -2.153
H  -0.847  3.450  -1.301
H  -1.200  3.695  -3.827
H  -0.261  2.278  -5.442
H  1.603  0.248  -4.686
H  1.824  0.087  -2.387
C  -1.794  1.108  0.455
C  -2.632  -0.123  1.513
O  -3.930  -0.008  1.390
N  -2.041  -0.586  2.399
N  -0.581  -0.843  2.740
C  0.167  0.259  3.197
C  1.473  0.076  3.450
H  2.088  0.011  2.504
C  1.913  1.552  4.044
H  2.630  1.209  4.829
C  0.771  1.971  4.623
H  0.369  3.133  4.805
H  0.377  1.513  5.639
C  -0.543  1.558  3.769
H  -1.615  1.655  3.868
H  -0.604  2.317  2.907
H  2.215  2.220  3.305
H  1.674  -0.545  4.147
H  -2.437  -1.387  3.006
H  -1.631  1.896  0.864
H  -2.485  1.198  -0.459
H  0.891  -1.616  0.583
H  1.305  -3.812  -0.600
H  0.678  -5.895  -3.317
H  1.891  -4.925  -2.561